Record 1
C15H40AuIOP2Si2 | ωB97M-V with the def2-TZVPD basis set

The geometry in XYZ format:
```
62
Properties=species:S:1:pos:R:3:mulliken_charge:R:1
C -0.293 0.776 -3.299 -1.494
I 0.626 1.235 0.557 -0.007
H -0.273 0.800 -4.407 0.425
H -0.783 1.671 -2.935 0.391
H -0.827 -0.108 -2.957 0.330
Au 2.061 0.636 -3.255 0.071
P 1.352 2.847 -2.272 0.723
C -0.208 3.462 -1.487 -1.165
C 2.535 3.780 -1.255 -0.989
H 2.425 4.854 -1.464 0.375
H 1.207 4.876 -3.595 0.433
H 3.550 3.458 -1.496 0.349
H 2.107 3.564 -4.447 0.394
H -0.132 3.364 -0.394 0.096
H 2.348 3.580 -0.195 0.334
C 1.239 3.803 -3.822 -1.202
H -0.345 4.520 -1.730 0.474
H 0.324 3.504 -4.349 0.347
H -1.094 2.892 -1.783 0.441
P 1.338 -1.566 -2.236 0.787
C -0.243 -2.202 -1.548 -0.534
C 1.362 -2.403 -3.857 -1.297
H 3.564 -2.062 -1.465 0.398
H 2.521 -3.529 -1.346 0.375
H 2.393 -2.209 -0.125 -0.140
C 2.571 -2.436 -1.185 -0.678
H 2.261 -2.047 -4.374 0.426
H 1.342 -3.490 -3.752 0.422
H -0.407 -3.242 -1.884 0.502
H -1.081 -1.575 -1.868 0.370
H 0.477 -2.051 -4.404 0.359
H -0.239 -2.184 -0.464 -0.612
C -2.264 0.507 -0.335 0.893
O -2.549 1.044 -1.356 -0.376
C -0.743 0.951 3.678 -0.771
Si -2.100 1.125 2.390 0.088
C -3.666 0.245 2.928 -1.005
C -2.404 2.906 1.915 -1.047
C -1.828 0.078 0.821 -0.572
Si 0.358 -2.809 2.353 0.661
C -1.202 -2.977 3.407 -0.918
C 0.828 -4.458 1.561 -0.930
C 1.808 -2.002 3.240 -0.907
H -1.055 1.494 4.578 0.450
H 0.210 1.398 3.360 0.339
H -0.542 -0.103 3.931 0.026
H -4.118 0.736 3.795 0.381
H -4.405 0.311 2.108 0.325
H -3.478 -0.822 3.111 0.279
H -2.919 2.982 0.938 0.352
H -1.488 3.506 1.882 0.297
H -3.076 3.356 2.657 0.391
H -1.558 -1.014 0.849 0.169
H -2.020 -3.365 2.775 0.349
H -1.022 -3.701 4.219 0.480
H -1.521 -2.015 3.841 0.223
H 1.033 -5.200 2.347 0.409
H -0.010 -4.827 0.944 0.342
H 1.723 -4.358 0.921 0.287
H 2.688 -1.979 2.576 0.358
H 1.572 -0.959 3.515 0.291
H 2.069 -2.571 4.145 0.434
```

As for the expectation value of S²: 2.0144. Its spin multiplicity is 3. For the gap between HOMO and LUMO (alpha / beta), the calculation gives 4.09 / 4.93 eV. Its total charge is +2. The energy relative to the best compared isomer or geometry (same formula, charge and spin) comes out at 156.8 kJ/mol.

Record 2
C15H40BrO5 | ωB97M-V with the def2-TZVPD basis set

The geometry in XYZ format:
```
61
Properties=species:S:1:pos:R:3:mulliken_charge:R:1
Br -0.179 0.150 -0.111 -0.682
C 3.569 2.782 -1.921 -1.221
C 3.374 1.290 -2.131 0.454
C 3.769 0.491 -0.886 -0.850
O 2.045 1.002 -2.506 -0.476
H 4.440 3.037 -1.306 0.335
H 2.700 3.221 -1.419 0.207
H 3.681 3.341 -2.857 0.350
H 3.997 0.957 -2.967 0.228
H 4.035 -0.533 -1.146 0.305
H 2.924 0.464 -0.192 -0.016
H 4.622 0.943 -0.374 0.386
H 1.517 1.002 -1.688 0.152
C 1.867 -1.716 3.149 -1.171
C 2.374 -2.739 2.175 0.883
C 2.132 -4.159 2.635 -1.505
O 1.775 -2.591 0.896 -0.490
H 2.276 -0.725 2.941 0.225
H 2.206 -1.955 4.165 0.446
H 0.778 -1.679 3.165 0.282
H 3.463 -2.659 2.025 0.090
H 2.343 -4.235 3.710 0.357
H 2.797 -4.864 2.137 0.359
H 1.100 -4.470 2.473 0.330
H 1.460 -1.682 0.801 0.164
C -3.983 -0.249 -0.224 -0.890
C -3.961 -0.134 1.279 0.683
C -5.218 -0.670 1.935 -1.511
O -2.891 -0.935 1.796 -0.576
H -4.128 -1.284 -0.527 0.274
H -3.010 0.076 -0.611 0.102
H -4.719 0.424 -0.677 0.354
H -3.774 0.894 1.607 0.217
H -6.072 -0.024 1.719 0.375
H -5.070 -0.733 3.014 0.364
H -5.436 -1.672 1.561 0.331
H -2.062 -0.500 1.555 0.176
C -3.065 -0.389 -4.062 -1.244
C -2.221 -1.618 -4.088 0.799
C -1.542 -1.833 -5.422 -1.382
O -1.209 -1.562 -3.083 -0.470
H -3.583 -0.320 -3.098 0.161
H -3.842 -0.370 -4.830 0.410
H -2.436 0.500 -4.164 0.360
H -2.816 -2.517 -3.864 0.142
H -2.296 -1.908 -6.214 0.365
H -0.885 -2.694 -5.392 0.345
H -0.970 -0.931 -5.672 0.288
H -1.339 -0.777 -2.538 0.170
C 1.463 1.981 3.243 -0.627
C 0.514 3.057 2.747 0.344
C 1.182 3.906 1.677 -0.958
O -0.685 2.478 2.263 -0.505
H 1.259 1.682 4.274 0.365
H 2.515 2.290 3.199 0.354
H 1.363 1.101 2.605 -0.208
H 0.210 3.710 3.571 0.233
H 1.588 3.263 0.888 -0.027
H 2.020 4.463 2.107 0.408
H 0.484 4.607 1.218 0.357
H -0.450 2.013 1.440 0.278
```

For the gap between HOMO and LUMO, the calculation gives 8.79 eV. Its total charge is -1. The energy relative to the best compared isomer or geometry (same formula, charge and spin) comes out at 3.8 kJ/mol.

Record 3
C15H40CdIO5 | ωB97M-V with the def2-TZVPD basis set

The geometry in XYZ format:
```
62
Properties=species:S:1:pos:R:3:mulliken_charge:R:1
Cd 0.375 0.906 0.363 1.707
I 1.771 3.133 0.920 0.150
C -1.725 2.044 3.302 -1.009
C -1.266 0.635 3.444 0.339
C -2.458 -0.405 3.581 -1.256
O -0.558 0.246 2.228 -0.283
H -0.836 2.593 2.992 0.216
H -2.193 2.500 4.174 0.462
H -2.413 2.120 2.460 0.034
H -0.649 0.597 4.342 0.331
H -3.117 -0.351 2.714 0.195
H -2.885 -0.306 4.579 0.435
H -2.063 -1.420 3.606 0.440
H -0.302 -0.672 2.339 0.131
C -3.312 3.218 -0.102 -1.560
C -2.728 1.789 -0.342 0.506
C -3.015 1.259 -1.745 -1.098
O -1.297 1.934 -0.389 0.017
H -4.397 3.305 -0.157 0.411
H -3.073 3.863 -0.948 0.474
H -2.963 3.722 0.800 0.306
H -3.099 1.128 0.441 0.271
H -2.324 0.456 -2.004 0.113
H -3.041 2.111 -2.425 0.378
H -3.842 0.549 -1.735 0.358
H -1.148 2.740 -0.890 0.217
C 4.208 -0.140 1.961 -1.561
C 3.420 -0.288 0.585 0.447
C 3.831 -1.610 -0.011 -1.355
O 2.009 -0.278 1.021 -0.391
H 3.788 0.703 2.510 0.344
H 5.220 0.124 1.657 0.471
H 4.343 -1.049 2.549 0.485
H 3.583 0.476 -0.175 0.209
H 2.934 -2.198 -0.200 0.265
H 4.557 -2.090 0.646 0.473
H 4.453 -1.432 -0.889 0.290
H 2.040 -0.886 1.763 0.224
C -0.445 -3.586 -1.301 -1.380
C -1.132 -2.261 -0.946 0.101
C -2.394 -2.375 -0.060 -1.057
O -0.362 -1.351 -0.174 -0.085
H -0.001 -4.177 -0.501 0.350
H 0.366 -3.305 -1.973 0.323
H -1.114 -4.177 -1.927 0.414
H -1.350 -1.644 -1.818 0.290
H -2.117 -3.007 0.783 0.340
H -3.091 -2.968 -0.653 0.481
H -2.704 -1.360 0.188 0.037
H 0.090 -1.902 0.469 0.147
C 1.055 -0.640 -3.636 -1.258
C 1.732 0.066 -2.401 1.192
C 2.994 0.858 -2.728 -1.676
O 0.897 1.015 -1.736 -0.547
H 1.813 -0.844 -4.392 0.435
H 0.322 -0.016 -4.146 0.310
H 0.521 -1.545 -3.345 0.210
H 2.196 -0.667 -1.742 -0.467
H 3.043 1.478 -3.623 0.450
H 3.829 0.171 -2.864 0.445
H 3.297 1.589 -1.978 0.397
H 0.726 1.620 -2.462 0.362
```

As for the expectation value of S²: 0.7527. Its spin multiplicity is 2. For the gap between HOMO and LUMO (alpha / beta), the calculation gives 10.84 / 6.10 eV. Its total charge is +2. The energy relative to the best compared isomer or geometry (same formula, charge and spin) comes out at 42.7 kJ/mol.

Record 4
C15H40ClN14O20 | ωB97M-V with the def2-TZVPD basis set

The geometry in XYZ format:
```
90
Properties=species:S:1:pos:R:3:mulliken_charge:R:1
N 2.558 0.151 2.233 -0.193
C 1.889 1.133 1.582 0.023
N 0.775 0.711 0.785 -0.249
C 0.348 1.985 0.256 -0.150
C -0.916 2.003 -0.691 0.312
C -2.185 1.646 0.206 -0.677
C -2.417 2.607 1.448 -0.232
Cl -3.327 4.151 0.949 -0.181
N 1.145 3.090 0.699 -0.037
N 2.078 2.536 1.527 -0.031
H 2.452 -0.091 3.226 0.232
H 3.196 -0.428 1.672 0.203
H -1.103 3.032 -1.185 0.164
H -0.780 1.276 -1.573 0.061
H -3.146 1.683 -0.416 0.447
H -2.050 0.573 0.567 0.316
H -3.081 2.032 2.181 0.136
H -1.484 2.893 2.021 0.295
H 1.006 4.068 0.431 0.303
H 2.795 3.064 2.034 0.276
C -2.726 3.174 -4.990 -1.064
N -2.592 3.221 -3.512 1.066
O -3.390 2.575 -2.851 -0.504
O -1.688 3.905 -3.062 -0.633
H -3.565 2.532 -5.244 0.372
H -2.901 4.191 -5.336 0.446
H -1.797 2.773 -5.391 0.326
C 0.231 -2.275 3.272 -0.396
N 0.370 -2.217 4.748 1.049
O -0.414 -2.863 5.412 -0.551
O 1.272 -1.518 5.186 -0.588
H -0.603 -2.926 3.021 0.312
H 0.047 -1.260 2.921 0.203
H 1.163 -2.670 2.870 0.008
C 2.439 -6.126 1.713 -0.596
N 2.392 -4.708 2.151 0.863
O 1.978 -3.881 1.354 -0.562
O 2.774 -4.472 3.281 -0.491
H 2.073 -6.190 0.691 0.333
H 3.475 -6.453 1.774 0.167
H 1.804 -6.700 2.387 0.299
C 6.449 -8.001 1.023 -0.702
N 5.547 -8.795 1.897 0.916
O 4.492 -8.280 2.234 -0.559
O 5.926 -9.902 2.214 -0.519
H 5.985 -7.038 0.822 0.231
H 7.391 -7.872 1.554 0.283
H 6.590 -8.563 0.100 0.303
C -5.105 3.575 5.008 -0.723
N -4.061 2.643 4.508 0.839
O -4.425 1.548 4.119 -0.520
O -2.911 3.044 4.523 -0.484
H -6.074 3.086 4.936 0.307
H -4.867 3.808 6.045 0.290
H -5.074 4.467 4.385 0.281
C -5.082 6.344 -1.068 -0.614
N -4.978 7.029 -2.382 0.874
O -5.452 8.146 -2.470 -0.531
O -4.422 6.419 -3.277 -0.523
H -5.597 7.000 -0.369 0.332
H -5.646 5.425 -1.220 0.301
H -4.067 6.134 -0.726 0.167
C 5.511 -4.480 5.453 -0.708
N 6.351 -5.522 4.807 0.906
O 6.464 -5.480 3.592 -0.522
O 6.866 -6.344 5.538 -0.524
H 5.119 -3.820 4.682 0.252
H 4.701 -4.987 5.974 0.285
H 6.144 -3.929 6.146 0.312
C 3.975 -0.033 -1.311 -0.688
N 4.816 -1.074 -1.956 0.878
O 4.941 -1.021 -3.163 -0.518
O 5.318 -1.905 -1.221 -0.529
H 3.594 0.637 -2.078 0.333
H 3.157 -0.542 -0.802 0.194
H 4.606 0.507 -0.605 0.319
C -2.713 -1.816 -3.254 -0.838
N -2.032 -0.508 -3.434 0.944
O -2.595 0.326 -4.115 -0.479
O -0.951 -0.368 -2.878 -0.593
H -3.654 -1.798 -3.798 0.331
H -2.053 -2.586 -3.649 0.305
H -2.886 -1.952 -2.187 0.300
C -3.975 4.300 -9.497 -0.732
N -3.838 4.346 -8.019 0.873
O -4.633 3.699 -7.360 -0.514
O -2.936 5.031 -7.571 -0.496
H -4.814 3.657 -9.751 0.311
H -4.152 5.318 -9.842 0.294
H -3.046 3.902 -9.901 0.282
```

For the gap between HOMO and LUMO, the calculation gives 9.14 eV. Its total charge is +1.

Record 5
C15H40ClN5O5 | ωB97M-V with the def2-TZVPD basis set

The geometry in XYZ format:
```
66
Properties=species:S:1:pos:R:3:mulliken_charge:R:1
C -1.527 -0.422 -3.904 -0.907
C -2.162 -1.770 -3.539 0.626
O -1.962 -2.824 -4.140 -0.410
N -2.706 -1.854 -2.058 -0.043
H -2.585 -0.977 -1.572 0.129
H -3.682 -2.090 -2.168 0.395
C -2.002 -3.062 -1.332 -0.668
H -2.300 0.342 -3.986 0.386
H -0.992 -0.594 -4.838 0.361
H -0.769 -0.090 -3.195 0.171
H -2.636 -3.205 -0.457 0.347
H -0.994 -2.720 -1.095 0.151
H -1.953 -3.934 -1.985 0.412
C -0.849 -3.561 3.429 -1.141
C -0.504 -2.537 2.358 0.496
O 0.056 -2.826 1.263 -0.364
N -1.063 -1.125 2.551 0.570
H -0.905 -0.662 1.667 -0.382
H -2.059 -1.158 2.716 0.443
C -0.415 -0.306 3.709 -0.910
H -1.808 -4.036 3.221 0.349
H -0.898 -3.233 4.467 0.345
H -0.163 -4.360 3.712 0.392
H -0.831 -0.748 4.614 0.473
H -0.848 0.694 3.694 0.307
H 0.660 -0.382 3.872 0.357
C -4.242 1.898 1.429 -0.636
C -4.329 3.316 1.102 0.312
O -5.422 3.791 0.920 -0.357
N -3.041 4.153 1.116 -0.118
H -3.403 5.093 1.045 0.385
H -2.702 4.135 2.068 0.391
C -1.996 4.015 -0.038 -0.539
H -5.047 1.855 2.163 0.395
H -3.370 1.514 1.959 0.066
H -4.530 1.208 0.637 0.294
H -1.039 4.473 0.214 0.377
H -2.480 4.470 -0.902 0.342
H -1.882 2.934 -0.121 0.065
C 3.413 4.563 -0.910 -1.073
C 2.536 3.637 -0.108 0.522
O 1.324 3.744 -0.038 -0.373
N 3.294 2.652 0.795 -0.157
H 4.009 2.195 0.248 0.413
H 3.854 3.139 1.481 0.412
C 2.407 1.548 1.456 -0.783
H 3.548 4.151 -1.910 0.323
H 4.355 4.847 -0.441 0.412
H 2.924 5.535 -0.972 0.352
H 2.124 0.836 0.681 0.105
H 1.520 1.883 1.993 0.350
H 2.914 0.875 2.149 0.444
C 4.504 -3.535 -0.905 -0.964
C 3.988 -3.093 -2.262 0.500
O 4.712 -3.094 -3.296 -0.409
N 2.485 -2.875 -2.403 -0.047
H 2.401 -2.931 -3.408 0.361
H 1.977 -3.641 -1.984 0.363
C 2.107 -1.533 -1.759 -0.679
H 3.719 -4.204 -0.554 0.381
H 4.417 -2.641 -0.289 0.297
H 5.532 -3.856 -1.077 0.333
H 2.305 -1.799 -0.721 0.415
H 1.037 -1.395 -1.910 -0.014
H 2.670 -0.749 -2.266 0.400
Cl -0.699 0.326 -0.189 -0.746
```

For the gap between HOMO and LUMO, the calculation gives 9.61 eV. Its total charge is +4. The energy relative to the best compared isomer or geometry (same formula, charge and spin) comes out at 257.3 kJ/mol.

Record 6
C15H40ClNO6PS4 | ωB97M-V with the def2-TZVPD basis set

The geometry in XYZ format:
```
68
Properties=species:S:1:pos:R:3:mulliken_charge:R:1
C 1.847 0.732 -2.936 -0.948
C 2.034 -0.452 -1.938 -0.062
O 0.878 -0.720 -1.191 -0.298
C -0.102 -1.381 -1.964 -0.786
C -1.522 -1.202 -1.394 0.134
C -2.531 -1.137 -2.564 -1.106
C -3.970 -1.253 -2.034 -0.147
C -4.995 -0.869 -3.165 -0.883
N -5.633 0.411 -2.900 -0.559
P -7.042 0.248 -2.071 0.137
O -7.256 1.863 -1.591 -0.521
Cl -6.678 -0.674 -0.098 -0.433
H 0.789 0.990 -2.964 0.318
H 2.430 1.585 -2.598 0.264
H 2.167 0.436 -3.934 0.265
H 2.837 -0.185 -1.253 0.053
H 2.367 -1.327 -2.511 0.312
H -0.112 -1.044 -3.007 0.495
H 0.119 -2.459 -1.994 0.242
H -1.790 -2.061 -0.784 -0.092
H -1.585 -0.281 -0.817 0.254
H -2.312 -1.962 -3.250 0.337
H -2.437 -0.185 -3.090 0.385
H -4.120 -0.540 -1.230 0.471
H -4.169 -2.279 -1.713 0.021
H -5.705 -1.692 -3.354 0.490
H -4.389 -0.752 -4.074 0.332
H -6.684 2.336 -2.206 0.350
C 4.281 4.001 0.714 -0.728
S 5.023 2.475 0.120 0.432
O 4.591 2.290 -1.295 -0.588
C 4.010 1.378 1.125 -0.910
H 4.739 4.830 0.184 0.076
H 3.208 3.986 0.516 0.366
H 4.472 4.109 1.779 0.373
H 2.955 1.542 0.901 0.253
H 4.210 1.568 2.180 0.399
H 4.279 0.352 0.883 0.316
C 6.306 7.631 -0.172 -0.964
S 6.501 7.467 1.610 0.465
O 5.506 6.457 2.064 -0.549
C 5.828 9.086 2.018 -0.955
H 6.631 6.700 -0.634 0.307
H 5.258 7.813 -0.412 0.312
H 6.928 8.451 -0.530 0.399
H 4.813 9.170 1.629 0.306
H 6.465 9.861 1.590 0.373
H 5.815 9.182 3.101 0.315
C -4.777 -4.040 2.054 -0.831
S -3.903 -2.476 2.184 0.523
O -2.607 -2.641 1.461 -0.595
C -3.529 -2.611 3.942 -1.057
H -5.065 -4.173 1.013 0.261
H -4.124 -4.858 2.361 0.214
H -5.671 -4.002 2.677 0.421
H -2.956 -3.521 4.131 0.257
H -4.462 -2.626 4.507 0.397
H -2.943 -1.741 4.230 0.326
C -0.432 -4.844 1.884 -0.649
S -1.242 -6.193 1.022 0.550
O -2.454 -6.553 1.814 -0.642
C 0.006 -7.437 1.404 -0.979
H -1.073 -3.960 1.800 0.079
H -0.298 -5.115 2.933 0.332
H 0.533 -4.641 1.418 0.394
H 0.116 -7.527 2.485 0.292
H 0.952 -7.149 0.947 0.348
H -0.325 -8.388 0.989 0.336
```

For the gap between HOMO and LUMO, the calculation gives 4.63 eV. Its total charge is -1.